No. 1
Below is a molecular structure, C25H42Cl4N3O9P2STi, with properties calculated with wB97M-V/def2-TZVPD.

M: 812.32 Da
Energy: -5590.6327 a.u.
LUMO level: -2.92 eV
HOMO energy: -10.3 eV
Charge: +1
Kohn-Sham gap: 7.430 eV
Energy relative to the best compared isomer or geometry (same formula, charge and spin): 12.94 kcal per mole

Last column: Mulliken charge in e.
CARTESIAN COORDINATES (ANGSTROEM)
Ti -0.10206 -1.10338 -0.77948  0.005
C 2.09674 -4.59414 1.35303  -1.488
C 1.12294 -3.76767 2.14896  1.340
C 0.60822 -4.41793 3.40515  -1.529
O 1.84709 -2.52634 2.58787  -0.287
P 1.71364 -1.18184 1.83901  0.336
O 1.55142 -1.32946 0.34678  -0.547
C 0.35031 -0.22304 2.55974  -0.869
P -0.32043 1.05727 1.45928  -1.020
O -0.11234 0.79370 -0.01405  0.841
O -1.83469 1.29521 1.71774  0.010
C -2.36546 1.56349 3.07204  0.712
C -3.33131 0.45026 3.39506  -1.271
C -2.97834 2.94039 3.04113  -1.465
O 0.48304 2.29454 1.95207  -0.170
C 1.02193 3.41759 1.15736  0.488
C -0.03867 3.99886 0.25214  -0.930
C 2.27263 2.96339 0.44139  -1.018
O 2.99741 -0.36357 2.14765  -0.036
C 3.66371 -0.34749 3.46999  0.728
C 4.99196 -1.03970 3.30614  -1.468
C 3.76316 1.09830 3.89074  -1.299
H 1.59813 -5.50239 1.01440  0.429
H 2.95508 -4.87592 1.96355  0.353
H 2.44568 -4.05421 0.47366  0.302
H 0.29562 -3.44172 1.51434  -0.379
H 1.43064 -4.68010 4.07034  0.335
H 0.07430 -5.33044 3.14193  0.422
H -0.08023 -3.76478 3.93950  0.370
H 0.77410 0.30246 3.41807  0.965
H -0.44024 -0.90413 2.86944  0.534
H -1.52323 1.55329 3.77133  0.298
H -4.19149 0.47923 2.72674  0.286
H -3.68645 0.55861 4.41989  0.454
H -2.86209 -0.52755 3.29703  0.238
H -3.70231 3.00878 2.22868  0.270
H -2.22061 3.71168 2.90980  0.271
H -3.50264 3.13496 3.97615  0.494
H 1.27809 4.13636 1.93709  0.328
H -0.25412 3.33244 -0.58400  -0.051
H 0.32404 4.94627 -0.14717  0.555
H -0.96268 4.19435 0.79775  0.177
H 2.07598 2.09592 -0.18864  0.064
H 3.06367 2.71237 1.14562  0.169
H 2.62840 3.77029 -0.20025  0.512
H 3.03334 -0.91155 4.16217  0.328
H 5.57530 -0.55396 2.52444  0.316
H 4.86093 -2.08743 3.04389  0.335
H 5.54889 -0.98404 4.24112  0.423
H 4.41629 1.64818 3.21335  0.283
H 4.18347 1.16041 4.89403  0.445
H 2.78747 1.58347 3.89844  0.257
Cl 1.21621 -5.34692 -5.76320  -0.181
C 1.15761 -3.94782 -4.76750  0.460
C 1.74613 -2.75879 -5.19322  0.425
Cl 2.54371 -2.67868 -6.71445  -0.181
C 1.68768 -1.61283 -4.39228  0.347
Cl 2.39650 -0.11617 -4.86907  -0.181
C 1.03130 -1.68407 -3.17868  -0.951
O 0.84452 -0.64902 -2.33204  0.042
C 0.47605 -2.88260 -2.73999  0.299
O -0.11225 -2.79605 -1.51950  -0.250
C 0.51488 -4.01554 -3.52468  0.112
Cl -0.20560 -5.46313 -2.94211  -0.187
C -2.26252 0.31097 -5.95198  -1.348
C -1.24663 0.42268 -4.83319  0.008
N -1.70847 1.33918 -3.78549  0.016
C -2.14472 1.00521 -2.57942  0.894
S -2.28192 -0.64427 -2.06671  -0.541
N -2.54100 1.96699 -1.74134  0.241
C -2.72152 3.37437 -2.07685  -0.739
C -3.94775 3.63631 -2.93883  -1.255
H -1.87438 -0.32770 -6.74401  0.421
H -2.48477 1.28425 -6.39200  0.375
H -3.19239 -0.12483 -5.58799  0.293
H -0.28725 0.79653 -5.18914  0.231
H -1.07395 -0.53884 -4.36013  -0.188
H -1.71230 2.31869 -4.02966  0.272
H -2.88203 1.62566 -0.85564  0.022
H -1.80765 3.75112 -2.54691  0.449
H -2.80610 3.90665 -1.12987  0.351
H -3.90206 3.11299 -3.89320  0.294
H -4.04087 4.70140 -3.14523  0.411
H -4.84978 3.30756 -2.42510  0.339
O -3.24971 -2.93379 1.28341  -0.603
C -2.29496 -2.33083 0.98475  0.632
N -1.30821 -1.69802 0.71887  -0.179

=====

No. 2
Below is 2 unconnected molecules or ions with the total composition C7H12O in a non-equilibrium geometry, with properties calculated with wB97M-V/def2-TZVPD.

M: 112.17 Da
Energy: -349.0106 a.u.
LUMO level: 0.29 eV
HOMO energy: -8.7 eV
Kohn-Sham gap: 9.027 eV
Energy relative to the best compared isomer or geometry (same formula, charge and spin): 86.62 kcal per mole

Last column: Mulliken charge in e.
CARTESIAN COORDINATES (ANGSTROEM)
C 0.78461 1.55528 1.25776  -1.003
C -0.46303 1.19204 0.44009  0.275
C -1.34146 2.16570 0.22937  -0.939
C -1.50593 -0.97316 0.76657  -0.958
C -0.75889 -0.15706 -0.11286  0.762
C -0.01609 -0.57461 -1.23557  -0.339
C 0.01863 -1.54058 -2.17290  -0.937
H 1.70531 1.36910 0.60159  0.233
H 0.67773 0.94145 2.24472  0.197
H 0.86780 2.55915 1.48933  0.499
H -2.28075 2.10992 -0.40652  0.247
H -1.20284 3.11771 0.71593  0.301
H -1.84661 -1.89415 0.41977  0.350
H -1.85280 -0.59363 1.75765  0.299
H 0.79260 0.15622 -1.37513  0.160
H 0.95706 -1.44326 -2.69141  0.253
H -0.58012 -2.20864 -2.28757  0.564
H 2.45648 -2.11369 0.68041  0.303
H 1.33745 -2.01252 -0.21198  0.323
O 2.25085 -1.65526 -0.10925  -0.591

=====

No. 3
Below is a gas-phase ion, C4H13N2 (charge +1) in a non-equilibrium geometry, with properties calculated with wB97M-V/def2-TZVPD.

M: 89.16 Da
Energy: -269.3968 a.u.
LUMO level: -3.14 eV
HOMO energy: -13.5 eV
Charge: +1
Kohn-Sham gap: 10.329 eV
Energy relative to the best compared isomer or geometry (same formula, charge and spin): 65.20 kcal per mole

Last column: Mulliken charge in e.
CARTESIAN COORDINATES (ANGSTROEM)
C -1.31840 0.05159 0.56401  -0.578
N -0.08375 0.93276 0.66841  -0.170
C 0.63553 1.00953 2.00955  -0.841
C -0.76678 -1.19226 -0.18313  -0.563
N 0.60261 -1.00357 -0.95468  -0.538
C 0.80508 -0.17688 -2.14404  -0.850
H -1.86102 0.65691 -0.06840  0.377
H -1.76657 -0.16896 1.58040  0.311
H -0.27941 1.84234 0.29567  0.373
H 0.81360 -0.02548 2.60105  0.283
H -0.14620 1.58746 2.63952  0.369
H 1.49893 1.61471 1.77507  0.388
H -1.49203 -1.59793 -0.89024  0.426
H -0.54998 -1.87003 0.61966  0.377
H 0.57847 0.39477 0.11369  0.436
H 0.71230 -2.00879 -1.16882  0.330
H 0.53430 0.88650 -2.03302  0.280
H 0.21381 -0.75084 -2.96814  0.325
H 1.86952 -0.18182 -2.45657  0.267

=====

No. 4
Below is CH2ClNO3S in the gas phase in a non-equilibrium geometry, with properties calculated with wB97M-V/def2-TZVPD.

M: 143.55 Da
Energy: -1177.9324 a.u.
LUMO level: -1.22 eV
HOMO energy: -9.9 eV
Kohn-Sham gap: 8.720 eV
Energy relative to the best compared isomer or geometry (same formula, charge and spin): 146.95 kcal per mole

Last column: Mulliken charge in e.
CARTESIAN COORDINATES (ANGSTROEM)
C 0.39434 1.22764 -0.10041  0.043
N -0.37279 0.10357 -0.20173  0.497
O 1.39661 1.16388 0.53500  -0.470
O -0.05590 -1.03375 0.42766  -0.308
O -1.58879 0.03819 -0.86269  -0.278
S 1.04293 -2.25939 -0.12185  -0.044
Cl -2.99881 0.42418 0.15335  0.027
H -0.14644 2.14288 -0.32853  0.339
H 2.32884 -1.80719 0.49920  0.195